# C2HN2O

A structure of composition C2HN2O in a non-equilibrium geometry (ωB97M-V with the def2-TZVPD basis set, the Open Molecules 2025 dataset).

Charge: +1
Spin multiplicity: 1
HOMO-LUMO gap (alpha / beta) (eV): 7.554 / 7.671
ΔE to the lowest compared entry with this formula, charge and spin (kcal per mole): 78.8

Geometry (Å):
C (-1.146, 0.591, -0.036)
C (0.733, -0.025, 0.022)
N (-0.145, -1.009, -0.020)
N (-1.384, -0.669, 0.047)
O (0.059, 1.091, 0.017)
H (1.883, 0.021, -0.030)

Results of the Löwdin charge analysis, in e, for atoms 1 through 4: number 1, C, carries 0.19; number 2, C, carries -0.02; number 3, N, carries 0.18; number 4, N, carries 0.19

---

# C46H86BF2N5O4

A cluster of 6 separate species, C46H86BF2N5O4 in total (ωB97M-V with the def2-TZVPD basis set, the Open Molecules 2025 dataset).

SMILES: CCOB(O)c1c(F)ccc2c1C(=O)c1c(F)cccc1C2=O.CCN(CC)CC.CCN(CC)CC.CCN(CC)CC.CCN(CC)CC.CCN(CC)CC
Spin multiplicity: 1
HOMO-LUMO gap (eV): 7.118

Geometry (Å):
C (9.809, -1.585, -3.052)
C (8.301, -1.470, -2.949)
O (7.869, -0.260, -3.596)
B (6.619, -0.183, -4.135)
O (6.399, -0.583, -5.424)
C (5.418, 0.435, -3.279)
C (5.328, 1.811, -3.110)
F (6.259, 2.581, -3.710)
C (4.340, 2.441, -2.373)
C (3.356, 1.672, -1.766)
C (3.386, 0.294, -1.937)
C (4.406, -0.308, -2.681)
C (4.338, -1.796, -2.821)
O (5.298, -2.514, -2.690)
C (2.945, -2.298, -3.050)
C (2.622, -3.286, -3.968)
F (3.591, -3.848, -4.702)
C (1.307, -3.681, -4.165)
C (0.306, -3.085, -3.409)
C (0.598, -2.093, -2.479)
C (1.917, -1.697, -2.311)
C (2.315, -0.589, -1.385)
O (1.832, -0.452, -0.286)
H (10.313, -0.930, -2.343)
H (10.092, -2.615, -2.827)
H (10.131, -1.363, -4.068)
H (7.836, -2.335, -3.424)
H (7.995, -1.444, -1.901)
H (5.704, -0.074, -5.852)
H (4.343, 3.518, -2.284)
H (2.556, 2.118, -1.189)
H (1.086, -4.442, -4.899)
H (-0.718, -3.403, -3.549)
H (-0.179, -1.619, -1.897)
C (2.020, -2.384, 2.222)
C (0.504, -2.328, 2.168)
N (-0.129, -3.552, 2.630)
C (-1.535, -3.641, 2.284)
C (-2.497, -2.607, 2.882)
C (0.233, -3.974, 3.971)
C (0.011, -2.986, 5.123)
H (2.393, -3.270, 1.703)
H (2.434, -1.504, 1.734)
H (2.399, -2.400, 3.247)
H (0.205, -2.176, 1.127)
H (0.162, -1.438, 2.720)
H (-1.885, -4.645, 2.540)
H (-1.602, -3.577, 1.192)
H (-2.668, -2.773, 3.945)
H (-3.466, -2.677, 2.384)
H (-2.132, -1.588, 2.747)
H (1.291, -4.251, 3.963)
H (-0.301, -4.904, 4.184)
H (0.417, -1.999, 4.893)
H (0.522, -3.348, 6.017)
H (-1.042, -2.870, 5.375)
C (-0.348, 1.564, -3.007)
C (-1.682, 2.249, -2.756)
N (-2.818, 1.362, -2.901)
C (-4.086, 2.066, -2.959)
C (-4.514, 2.869, -1.723)
C (-2.784, 0.168, -2.075)
C (-2.640, 0.344, -0.557)
H (-0.345, 1.051, -3.970)
H (0.453, 2.306, -3.014)
H (-0.112, 0.838, -2.227)
H (-1.795, 3.058, -3.484)
H (-1.653, 2.729, -1.764)
H (-4.876, 1.350, -3.203)
H (-4.043, 2.752, -3.810)
H (-4.818, 2.222, -0.901)
H (-5.374, 3.494, -1.973)
H (-3.724, 3.532, -1.366)
H (-1.958, -0.459, -2.421)
H (-3.682, -0.420, -2.277)
H (-1.830, 1.025, -0.290)
H (-2.412, -0.620, -0.097)
H (-3.558, 0.710, -0.099)
C (-6.828, -0.685, -1.037)
C (-8.094, -1.055, -1.793)
N (-9.295, -0.544, -1.160)
C (-10.519, -1.135, -1.668)
C (-10.885, -0.894, -3.137)
C (-9.318, 0.893, -0.939)
C (-9.114, 1.811, -2.151)
H (-6.899, -0.974, 0.012)
H (-5.971, -1.203, -1.473)
H (-6.622, 0.386, -1.090)
H (-8.177, -2.145, -1.826)
H (-7.990, -0.723, -2.839)
H (-11.345, -0.800, -1.035)
H (-10.446, -2.216, -1.506)
H (-11.212, 0.129, -3.316)
H (-11.709, -1.551, -3.420)
H (-10.050, -1.111, -3.805)
H (-8.549, 1.133, -0.201)
H (-10.264, 1.139, -0.452)
H (-8.247, 1.515, -2.743)
H (-8.940, 2.833, -1.807)
H (-9.983, 1.833, -2.807)
C (-0.516, 7.003, 3.629)
C (-0.555, 6.742, 2.131)
N (-1.217, 5.496, 1.792)
C (-0.987, 5.066, 0.427)
C (-1.513, 5.949, -0.712)
C (-2.577, 5.353, 2.285)
C (-3.602, 6.425, 1.896)
H (-0.100, 6.145, 4.158)
H (0.111, 7.871, 3.837)
H (-1.506, 7.212, 4.036)
H (0.472, 6.674, 1.763)
H (-1.005, 7.614, 1.630)
H (-1.401, 4.059, 0.316)
H (0.095, 4.953, 0.299)
H (-2.598, 5.902, -0.796)
H (-1.102, 5.598, -1.662)
H (-1.222, 6.993, -0.596)
H (-2.536, 5.304, 3.377)
H (-2.942, 4.371, 1.972)
H (-3.222, 7.432, 2.070)
H (-4.501, 6.306, 2.504)
H (-3.905, 6.351, 0.852)
C (8.633, -1.876, 4.155)
C (7.642, -2.936, 4.611)
N (6.261, -2.523, 4.450)
C (5.312, -3.360, 5.162)
C (5.177, -4.828, 4.740)
C (5.877, -2.130, 3.105)
C (6.090, -3.138, 1.968)
H (8.418, -0.919, 4.632)
H (9.646, -2.175, 4.427)
H (8.614, -1.734, 3.074)
H (7.802, -3.127, 5.676)
H (7.869, -3.881, 4.091)
H (4.329, -2.882, 5.102)
H (5.587, -3.332, 6.221)
H (4.671, -4.933, 3.780)
H (4.582, -5.367, 5.480)
H (6.147, -5.323, 4.675)
H (6.418, -1.215, 2.850)
H (4.825, -1.836, 3.130)
H (7.096, -3.559, 1.979)
H (5.958, -2.636, 1.007)
H (5.375, -3.959, 2.002)

Results of the Löwdin charge analysis, in e, for atoms 1 through 4: number 1, C, carries -0.07; number 2, C, carries -0.23; number 3, O, carries 0.08; number 4, B, carries -0.59

---

# C5H8N2O

The molecule C5H8N2O in a non-equilibrium geometry (ωB97M-V with the def2-TZVPD basis set, the Open Molecules 2025 dataset).

SMILES: CC[C@]12NC=N[C@H]1O2
Spin multiplicity: 1
HOMO-LUMO gap (eV): 9.962
ΔE to the lowest compared entry with this formula, charge and spin (kcal per mole): 62.2

Geometry (Å):
C (-0.665, -0.080, 1.882)
C (-0.691, 0.975, 0.766)
C (0.009, 0.545, -0.529)
N (-0.574, -0.635, -1.262)
C (0.467, -1.308, -1.753)
N (1.595, -0.885, -1.374)
C (1.504, 0.303, -0.601)
O (0.833, 1.361, -1.317)
H (-1.600, -0.715, 1.732)
H (0.426, -0.639, 1.620)
H (-0.484, 0.325, 2.947)
H (-0.194, 1.886, 1.106)
H (-1.733, 1.272, 0.533)
H (-1.568, -0.858, -1.326)
H (0.400, -2.194, -2.409)
H (2.273, 0.646, -0.015)

Results of the Löwdin charge analysis, in e, for atoms 1 through 4: number 1, C, carries -0.11; number 2, C, carries -0.20; number 3, C, carries -0.39; number 4, N, carries 0.12

---

# C6H6N5OS

A structure of composition C6H6N5OS in a non-equilibrium geometry (ωB97M-V with the def2-TZVPD basis set, the Open Molecules 2025 dataset).

⟨S²⟩: 2.014
Charge: -1
Spin multiplicity: 3
HOMO-LUMO gap (alpha / beta) (eV): 5.774 / 6.443

Geometry (Å):
C (2.500, -0.364, 0.158)
C (0.778, -2.188, 0.097)
C (-2.829, 0.704, 0.273)
C (-2.363, 0.200, -1.093)
C (1.968, -1.701, 0.407)
C (-0.608, 0.918, 0.604)
N (3.644, 0.158, 0.674)
N (1.870, 0.496, -0.601)
N (3.656, 1.405, 0.194)
N (2.610, 1.620, -0.533)
N (-1.735, 1.161, 1.108)
O (-0.040, -3.013, -0.199)
S (-0.434, 0.337, -1.025)
H (-3.431, 1.537, 0.258)
H (-3.488, -0.137, 0.664)
H (-2.570, -0.767, -1.258)
H (-2.604, 0.804, -1.859)
H (2.744, -2.365, 0.874)
H (0.332, 1.198, 1.259)

Results of the Löwdin charge analysis, in e, for atoms 1 through 4: number 1, C, carries -0.48; number 2, C, carries -0.31; number 3, C, carries -0.30; number 4, C, carries -0.34

---

# C33H87N5Na3O13P

A structure of composition C33H87N5Na3O13P in a non-equilibrium geometry (ωB97M-V with the def2-TZVPD basis set, the Open Molecules 2025 dataset).

Spin multiplicity: 1
HOMO-LUMO gap (eV): 8.731

Geometry (Å):
Na (3.781, 9.809, -24.487)
Na (7.309, 9.839, -21.224)
Na (4.249, 5.992, -22.040)
P (5.034, 8.746, -22.159)
O (5.959, 7.649, -21.640)
O (5.843, 9.540, -23.201)
O (4.734, 9.772, -21.005)
O (3.734, 8.186, -22.763)
C (1.025, 5.308, -22.058)
C (1.055, 6.215, -20.852)
C (0.427, 5.605, -19.616)
O (-0.770, 4.933, -19.998)
C (-1.571, 4.593, -18.888)
N (2.416, 6.744, -20.622)
H (-0.001, 5.100, -22.372)
H (1.423, 4.312, -21.833)
H (1.483, 5.679, -22.977)
H (0.482, 7.122, -21.089)
H (0.180, 6.341, -18.844)
H (1.060, 4.846, -19.138)
H (-1.046, 3.923, -18.202)
H (-2.525, 4.197, -19.228)
H (-1.826, 5.533, -18.381)
H (2.460, 7.360, -19.812)
H (2.596, 7.413, -21.373)
C (7.731, 13.816, -23.701)
C (7.643, 12.305, -23.732)
C (8.947, 11.532, -23.799)
O (9.791, 11.942, -24.857)
C (10.978, 11.205, -24.951)
N (6.814, 11.881, -22.603)
H (8.325, 14.247, -24.516)
H (8.309, 14.096, -22.816)
H (6.773, 14.319, -23.816)
H (7.057, 12.068, -24.639)
H (8.780, 10.459, -23.964)
H (9.496, 11.702, -22.860)
H (11.484, 11.119, -23.982)
H (11.757, 11.634, -25.582)
H (10.767, 10.199, -25.329)
H (6.397, 10.977, -22.865)
H (6.004, 12.492, -22.631)
C (8.071, 6.847, -26.963)
C (7.490, 8.032, -26.179)
C (6.659, 8.939, -27.079)
O (7.314, 9.564, -28.174)
C (8.361, 10.413, -27.747)
N (6.613, 7.482, -25.145)
H (7.289, 6.145, -27.250)
H (8.850, 6.303, -26.427)
H (8.523, 7.211, -27.891)
H (8.265, 8.655, -25.712)
H (6.262, 9.737, -26.431)
H (5.813, 8.390, -27.493)
H (7.979, 11.130, -27.018)
H (8.687, 10.947, -28.646)
H (9.294, 9.915, -27.469)
H (7.124, 6.904, -24.486)
H (6.361, 8.272, -24.541)
C (5.415, 6.785, -16.833)
C (6.199, 6.600, -18.121)
C (7.157, 5.402, -18.136)
O (8.059, 5.389, -17.028)
C (8.977, 6.452, -17.103)
N (5.270, 6.525, -19.264)
H (4.767, 5.906, -16.720)
H (4.785, 7.660, -16.961)
H (6.078, 6.691, -15.972)
H (6.720, 7.566, -18.231)
H (7.646, 5.264, -19.103)
H (6.541, 4.517, -17.967)
H (8.580, 7.392, -16.712)
H (9.489, 6.549, -18.066)
H (9.819, 6.226, -16.438)
H (5.691, 6.931, -20.086)
H (4.565, 7.244, -19.104)
C (0.633, 7.348, -27.080)
C (1.505, 8.508, -26.599)
C (1.038, 9.789, -27.337)
C (-0.238, 10.424, -26.772)
C (-0.083, 10.728, -25.284)
C (0.250, 9.415, -24.527)
N (1.454, 8.782, -25.134)
O (1.802, 7.644, -24.380)
C (0.612, 9.901, -23.121)
C (-0.985, 8.514, -24.439)
C (2.952, 8.191, -27.048)
H (0.666, 6.485, -26.412)
H (0.990, 7.035, -28.062)
H (-0.420, 7.618, -27.162)
H (1.808, 10.522, -27.574)
H (0.638, 9.395, -28.277)
H (-1.118, 9.882, -27.124)
H (-0.429, 11.392, -27.250)
H (-1.086, 10.995, -24.947)
H (0.658, 11.515, -25.167)
H (-0.221, 10.391, -22.617)
H (0.936, 9.081, -22.473)
H (1.466, 10.584, -23.062)
H (-0.706, 7.665, -23.807)
H (-1.768, 9.045, -23.897)
H (-1.399, 8.063, -25.338)
H (3.090, 8.425, -28.103)
H (3.166, 7.141, -26.849)
H (3.754, 8.732, -26.537)
H (2.539, 7.911, -23.783)
C (6.875, 11.092, -16.905)
C (5.672, 10.937, -17.832)
O (6.110, 10.901, -19.194)
H (6.535, 10.978, -15.875)
H (7.340, 12.073, -17.014)
H (7.663, 10.360, -17.086)
H (4.964, 11.766, -17.790)
H (5.170, 10.002, -17.581)
H (5.467, 10.424, -19.759)
C (0.879, 10.446, -18.358)
C (1.573, 9.878, -19.576)
O (2.836, 9.340, -19.181)
H (-0.096, 10.742, -18.769)
H (1.389, 11.352, -18.040)
H (0.661, 9.752, -17.551)
H (1.822, 10.601, -20.364)
H (0.980, 9.144, -20.139)
H (3.493, 9.396, -19.919)
C (10.119, 6.784, -23.154)
C (8.974, 6.969, -22.201)
O (7.907, 6.267, -22.810)
H (11.012, 7.234, -22.698)
H (9.979, 7.136, -24.173)
H (10.380, 5.727, -23.247)
H (8.705, 8.050, -22.103)
H (9.169, 6.561, -21.200)
H (7.086, 6.628, -22.398)
C (3.798, 14.547, -21.287)
C (3.912, 13.116, -20.695)
O (3.967, 12.224, -21.792)
H (2.812, 14.607, -21.751)
H (4.536, 14.662, -22.081)
H (3.921, 15.302, -20.514)
H (3.030, 12.964, -20.064)
H (4.891, 12.965, -20.228)
H (4.307, 11.343, -21.525)

Results of the Löwdin charge analysis, in e, for atoms 1 through 4: number 1, Na, carries 0.49; number 2, Na, carries 0.44; number 3, Na, carries 0.53; number 4, P, carries 0.09